102
Properties=species:S:1:pos:R:3:forces:R:3:lowdin_charge:R:1 method="wB97M-V/def2-TZVPD" homo_ev=-9.63 e_above_lowest_kj_mol=1354.9 multiplicity=1
C -36.07438 -9.29613 -28.12900 -3.8 -1.0 -0.7 -0.16
O -36.35060 -8.02864 -28.71894 -0.2 -0.4 -0.8 -0.12
H -35.20802 -9.24982 -27.60702 2.7 0.5 1.6 0.02
H -35.99455 -10.18958 -28.77558 0.0 0.7 -0.4 0.08
H -36.90312 -9.57880 -27.42052 0.7 0.3 -0.4 0.09
H -37.03665 -8.10921 -29.41351 0.6 -0.1 0.7 0.09
C -29.74732 -14.00290 -26.08471 1.4 0.1 0.3 -0.16
O -30.38758 -13.68639 -24.86531 1.7 0.2 0.6 -0.10
H -28.72143 -13.54003 -26.30595 -1.6 0.3 0.7 0.11
H -30.42805 -13.80865 -26.87529 -0.3 0.2 -1.1 0.04
H -29.48131 -15.04047 -26.06195 -0.1 -0.9 -0.2 0.06
H -31.30015 -13.50997 -25.01405 -1.1 0.4 -0.2 0.01
C -33.63227 -9.61546 -30.74695 3.1 2.8 0.2 -0.12
O -32.62060 -9.61210 -31.75415 -2.6 -4.1 -1.0 -0.07
H -33.77272 -8.61408 -30.29998 0.6 -0.2 0.1 0.10
H -33.15363 -10.24817 -30.08894 -0.4 -1.6 2.3 0.04
H -34.56946 -9.79093 -31.06821 -3.0 -1.6 -1.5 0.04
H -32.24744 -8.80998 -31.74607 2.4 4.8 -0.2 -0.04
C -28.21617 -6.82529 -27.16707 -1.2 -1.7 1.5 -0.17
O -27.26157 -5.83591 -26.89742 -0.2 1.2 -0.1 -0.12
H -28.52668 -6.86866 -28.23936 0.1 -0.1 1.0 0.07
H -29.12289 -6.86525 -26.43219 1.3 1.1 -1.5 0.10
H -27.72606 -7.72653 -26.78946 -0.2 -0.8 -0.9 0.05
H -26.74975 -5.76152 -27.70396 0.2 0.2 0.0 0.08
C -29.10787 -11.64188 -29.21145 1.1 -2.5 -6.3 -0.13
O -27.70395 -11.60836 -29.47009 1.6 0.3 0.1 -0.15
H -29.46502 -12.68812 -29.20496 0.2 0.3 0.2 0.08
H -29.54087 -11.18935 -30.11505 -0.7 0.0 0.5 0.09
H -29.42941 -11.17978 -28.40454 -0.8 2.4 4.0 -0.01
H -27.38638 -11.34456 -30.37804 -1.4 -0.4 1.6 0.10
C -30.09174 -7.33540 -30.27664 -2.3 -3.4 0.0 -0.17
O -30.93409 -7.07682 -31.33947 -1.3 -0.1 -2.0 -0.11
H -30.37903 -6.72535 -29.52060 0.7 2.9 2.5 0.04
H -29.11726 -7.54898 -30.59107 1.8 0.3 0.1 0.07
H -30.52633 -8.26205 -29.78033 0.8 0.3 -1.0 0.11
H -30.80174 -6.22936 -31.77584 0.3 -0.1 0.4 0.09
C -25.80453 -8.57002 -24.38456 0.6 1.6 2.1 -0.21
O -26.85042 -9.37313 -24.79023 0.2 -1.3 -5.0 -0.19
H -24.91671 -9.13917 -24.35618 1.3 -1.0 0.8 0.05
H -26.02840 -8.17020 -23.28529 0.6 -0.3 -2.6 0.13
H -25.51555 -7.86437 -25.17343 -0.7 1.0 0.6 0.08
H -26.53754 -9.57576 -25.82193 -1.9 0.3 4.0 0.19
C -34.14681 -13.59316 -24.09934 0.7 -0.6 -1.1 -0.08
O -33.25680 -12.71200 -24.83295 -1.0 -4.8 -1.3 -0.11
H -34.78610 -13.29953 -23.27845 -0.5 1.5 -0.4 0.08
H -33.53268 -14.27232 -23.53785 0.6 -0.8 -0.2 0.07
H -34.68741 -14.12716 -24.91418 0.0 0.2 1.0 0.09
H -33.12873 -11.86385 -24.58784 0.2 4.1 2.1 -0.02
C -34.19455 -9.87581 -23.10873 5.7 1.4 -3.3 -0.14
O -33.28236 -10.71089 -22.47997 1.0 -1.6 0.4 -0.10
H -33.91617 -8.94361 -22.77756 -0.8 2.8 1.4 0.06
H -35.09981 -10.22154 -22.94931 -4.8 -1.0 0.0 0.04
H -33.77009 -9.67845 -24.16458 -1.6 -1.2 0.9 0.10
H -33.50784 -10.63966 -21.55591 0.4 -0.3 0.6 0.08
C -30.19595 -10.06015 -25.89551 -3.2 4.5 4.2 0.01
C -31.69864 -9.86567 -26.23151 1.9 2.3 -1.1 -0.38
C -32.05373 -8.38156 -26.31186 -1.1 2.2 1.8 -0.07
O -31.91469 -10.34231 -27.57182 5.1 10.1 2.0 0.05
H -29.90478 -10.98256 -25.96884 1.4 -5.6 0.4 0.01
H -29.76223 -9.48910 -24.97023 -1.3 -1.5 -1.4 0.11
H -29.74116 -9.62599 -26.64601 2.5 2.6 -4.1 0.01
H -32.26522 -10.12147 -25.36789 -1.1 -1.7 0.1 0.08
H -33.11836 -8.18275 -26.49400 0.0 -0.8 -1.2 0.05
H -31.48241 -7.65186 -26.96697 -0.3 -1.2 0.9 0.09
H -32.23205 -7.94349 -25.25371 1.6 -0.5 -1.1 0.09
H -32.28781 -11.07210 -27.65382 -5.4 -10.7 -0.8 -0.08
C -29.62290 -9.12363 -20.52599 1.5 -1.1 2.4 -0.07
C -29.25895 -9.21855 -21.94436 -0.2 2.8 -1.2 -0.57
C -29.30070 -7.88874 -22.68790 -0.8 0.3 0.0 -0.05
O -27.99795 -9.71538 -22.08948 2.2 -1.1 -0.2 -0.02
H -30.40141 -8.40132 -20.35711 -1.4 -0.8 0.0 0.07
H -28.89975 -8.73360 -19.76157 0.4 -0.1 -1.3 0.09
H -29.62668 -10.22380 -20.27944 -1.3 1.2 0.7 0.11
H -29.99084 -9.85089 -22.40537 -0.6 -0.7 -0.5 0.12
H -28.57408 -7.16678 -22.30511 0.4 -0.3 -0.3 0.09
H -30.24509 -7.37446 -22.57707 -0.6 0.0 0.2 0.07
H -29.24917 -8.09108 -23.76089 0.6 0.4 0.1 0.05
H -27.62330 -9.39993 -22.92829 -0.3 -0.6 0.2 0.04
C -34.04400 -13.70075 -30.02987 -2.9 -2.3 1.6 -0.03
C -33.83347 -14.05337 -28.49034 4.3 -1.2 -4.4 -0.43
C -32.57723 -14.97198 -28.49869 -3.5 -2.7 -3.4 -0.06
O -33.44164 -12.92734 -27.73197 -1.0 -1.5 2.7 -0.07
H -33.83069 -14.51155 -30.81786 -0.1 1.4 1.6 0.12
H -33.59775 -12.80487 -30.11455 2.7 2.8 -1.1 0.01
H -35.07564 -13.32241 -30.11957 -0.2 -0.7 -0.3 0.07
H -34.57405 -14.72772 -28.22731 -2.2 -0.3 1.6 0.10
H -32.23576 -15.07421 -27.58348 1.6 -0.8 4.8 0.00
H -31.78979 -14.69116 -29.07310 2.2 1.9 -1.8 0.03
H -32.69635 -16.04555 -28.95546 -0.6 1.7 1.1 0.13
H -33.32491 -13.34859 -26.78477 -0.2 2.0 -2.2 0.12
C -35.37991 -4.55876 -23.60276 2.3 1.8 1.4 -0.03
C -33.97047 -4.62271 -24.28477 -1.1 0.1 1.2 -0.56
C -33.95260 -5.32677 -25.57373 -0.2 1.9 -4.1 -0.09
O -33.31452 -3.39228 -24.30314 -0.1 1.5 -0.1 -0.04
H -36.14411 -3.89072 -23.98913 0.2 0.1 -0.4 0.07
H -35.12682 -4.22136 -22.52459 -0.9 -0.7 -1.6 0.11
H -35.68312 -5.56961 -23.65268 -0.8 -1.0 0.4 0.05
H -33.42925 -5.21263 -23.56212 0.4 -0.8 0.3 0.12
H -34.45482 -6.27099 -25.53110 0.6 -1.1 0.2 0.05
H -32.85893 -5.25543 -25.97924 -2.0 -0.9 0.5 0.11
H -34.65680 -4.82954 -26.43582 1.8 -0.5 2.1 0.14
H -32.52595 -3.38377 -24.86093 -0.3 -0.4 0.1 0.09


43
Properties=species:S:1:pos:R:3:forces:R:3:nbo_charge:R:1 method="wB97M-V/def2-TZVPD" homo_ev="-15.14 / -15.14" e_above_lowest_kj_mol=31.2 total_charge=+2 multiplicity=1
W -0.33590 -0.03735 1.87605 -0.1 0.3 0.4 1.26
F 2.73637 2.33319 -1.87355 0.0 0.0 0.0 -0.30
C 2.49169 1.22695 -1.17527 0.0 0.0 0.0 0.51
C 1.44690 1.23687 -0.26048 0.0 0.0 0.0 -0.32
C 1.17855 0.06333 0.42854 0.0 -0.1 -0.2 -0.34
C 1.93039 -1.10048 0.21965 0.0 0.0 -0.1 -0.13
C 2.97650 -1.03985 -0.69493 0.0 0.0 0.0 0.46
F 3.73119 -2.11276 -0.92397 0.0 0.0 0.0 -0.29
C 3.27114 0.11181 -1.40300 0.0 0.0 0.0 -0.35
C 1.51924 -2.27051 1.00161 0.0 -0.1 0.0 0.24
C 2.10215 -3.52700 0.97203 0.0 0.0 0.0 -0.22
C 1.59546 -4.53696 1.77373 0.0 0.0 0.0 -0.07
C 0.51076 -4.28367 2.60170 0.0 0.0 0.0 -0.23
C -0.03358 -3.02315 2.59779 0.0 0.0 0.0 0.09
N 0.44898 -2.03234 1.81451 0.0 -0.1 -0.1 -0.54
H 0.89020 2.15367 -0.10790 0.0 0.0 0.0 0.25
H 4.09196 0.13061 -2.10705 0.0 0.0 0.0 0.28
H 2.94952 -3.70979 0.33259 0.0 0.0 0.0 0.27
H 2.05184 -5.51777 1.75474 0.0 0.0 0.0 0.26
H 0.09494 -5.04338 3.24703 0.0 0.0 0.0 0.27
H -0.86051 -2.77152 3.24578 0.0 0.0 0.0 0.24
S 0.62811 0.68884 3.56057 0.0 0.0 0.1 0.15
C -2.36844 0.94795 2.08063 0.0 0.1 -0.1 0.08
S -2.53164 -0.80852 2.31687 0.1 -0.1 0.0 0.08
C -2.93523 1.90805 2.85951 0.0 -0.1 -0.1 -0.15
C -2.73523 3.27452 2.49637 0.0 0.1 0.2 0.23
N -2.54963 4.37190 2.21088 0.0 0.0 -0.1 -0.15
C -3.76224 1.56606 3.96685 -0.1 0.1 0.0 0.21
N -4.43456 1.27343 4.85137 0.0 0.0 0.0 -0.12
Br -1.58156 -1.13613 -1.42500 -0.1 0.1 -0.1 0.20
C -1.06056 0.35868 -2.43548 0.1 -0.2 0.0 -0.01
C 0.00202 0.28075 -3.30683 0.0 0.0 0.0 -0.25
C 0.37395 1.40370 -4.04597 0.0 0.0 0.0 -0.07
C -0.30245 2.61609 -3.93547 0.0 0.0 0.0 -0.19
C -1.37779 2.71879 -3.08185 0.1 0.0 -0.1 -0.09
C -1.75384 1.57788 -2.33938 -0.2 0.4 0.1 -0.32
C -2.89144 1.72748 -1.54958 0.1 -0.3 0.0 0.95
O -3.83438 1.87448 -0.96312 0.1 0.0 0.0 -0.24
O -1.49957 1.31676 1.06320 0.2 -0.2 0.1 -0.69
H 0.54122 -0.65024 -3.41491 0.0 0.0 0.0 0.26
H 1.21352 1.32506 -4.72478 0.0 0.0 0.0 0.26
H 0.00466 3.47155 -4.52016 0.0 0.0 0.0 0.27
H -1.93269 3.64300 -2.98332 0.0 0.0 0.0 0.26


45
Properties=species:S:1:pos:R:3:forces:R:3:nbo_charge:R:1 method="wB97M-V/def2-TZVPD" homo_ev=-4.90 total_charge=-1 multiplicity=1
Be 0.06260 0.06806 -0.94676 -0.1 0.0 -0.1 1.60
Cl -0.50823 0.77838 2.33172 0.0 0.0 0.0 -0.02
C 1.10347 0.29363 2.76946 0.0 0.0 0.0 -0.06
C 1.33319 0.11281 4.12371 0.0 0.0 0.0 -0.22
C 2.59183 -0.23880 4.57446 0.0 0.0 0.0 -0.24
C 3.60987 -0.39856 3.64937 0.0 0.0 0.0 -0.23
C 3.35478 -0.21914 2.30216 0.0 0.0 0.0 -0.05
Cl 4.70847 -0.44330 1.22925 0.0 0.0 0.0 -0.01
C 2.08760 0.12598 1.78056 0.0 -0.1 0.0 -0.18
S 1.91279 0.32716 0.05569 0.1 0.1 0.0 -0.45
H 0.51254 0.25771 4.81296 0.0 0.0 0.0 0.22
H 2.77855 -0.38205 5.63035 0.0 0.0 0.0 0.21
H 4.61032 -0.66756 3.95882 0.0 0.0 0.0 0.22
Br -6.15752 -2.59503 5.91079 0.0 0.0 0.0 0.04
C -6.25765 -1.32812 4.50087 0.0 0.0 0.0 -0.10
C -5.24886 -0.38814 4.35846 0.0 0.0 0.0 -0.22
C -5.31888 0.53259 3.32752 0.0 0.0 0.0 -0.24
C -6.39518 0.50936 2.44520 0.0 0.0 0.0 0.16
C -7.41660 -0.41373 2.62254 0.0 0.0 0.0 -0.25
C -7.34334 -1.35024 3.64318 0.0 0.0 0.0 -0.23
N -6.56756 1.53334 1.45590 0.0 0.0 0.0 -0.19
N -5.70692 1.77190 0.59148 0.0 0.0 0.0 -0.11
C -4.56423 0.97170 0.36965 0.0 0.0 0.0 -0.06
C -4.51466 -0.41230 0.43812 0.0 0.0 0.0 -0.15
C -3.37561 -1.15833 0.13018 0.0 0.0 0.0 -0.34
C -2.19852 -0.51267 -0.24756 0.0 0.0 0.0 0.42
O -1.06510 -1.05120 -0.51225 0.1 0.0 0.1 -0.83
C -2.26231 0.92217 -0.35973 0.0 0.0 0.0 0.06
N -1.08468 1.46252 -0.73377 0.0 0.0 0.0 -0.54
C -0.98726 2.75896 -0.88120 0.0 0.0 0.0 0.08
C -2.09165 3.60152 -0.65741 0.0 0.0 0.0 -0.26
C -3.28995 3.06903 -0.25828 0.0 0.0 0.0 -0.16
C -3.40905 1.67143 -0.08973 0.0 0.0 0.0 0.01
H -4.41120 -0.38162 5.04203 0.0 0.0 0.0 0.23
H -4.52863 1.26025 3.19611 0.0 0.0 0.0 0.23
H -8.26538 -0.39663 1.95094 0.0 0.0 0.0 0.22
H -8.12735 -2.08297 3.77537 0.0 0.0 0.0 0.22
H -5.40624 -0.95434 0.72317 0.0 0.0 0.0 0.22
H -3.39279 -2.23782 0.19222 0.0 0.0 0.0 0.22
H -0.01825 3.14420 -1.17351 0.0 0.0 0.0 0.22
H -1.97803 4.66804 -0.79514 0.0 0.0 0.0 0.22
H -4.14751 3.70054 -0.06877 0.0 0.0 0.0 0.23
O 1.08840 -0.10930 -4.81405 0.0 0.0 0.0 -0.65
C 0.79862 -0.04432 -3.65924 0.0 0.0 0.0 0.79
N 0.50873 0.02795 -2.51651 0.0 0.0 0.0 -1.04


45
Properties=species:S:1:pos:R:3:forces:R:3:nbo_charge:R:1 method="wB97M-V/def2-TZVPD" homo_ev="-10.50 / -10.50" e_above_lowest_kj_mol=119.2 total_charge=+1 multiplicity=2
Fe 0.81572 -1.21947 0.16971 -1.3 3.6 -0.1 1.45
O 1.49951 5.56490 -0.90531 -0.2 0.5 0.0 -0.70
C 0.66774 5.13525 -0.10747 0.1 -1.3 0.1 0.76
O -0.22976 5.55594 0.62298 0.1 0.5 -0.1 -0.70
C 0.77729 3.53491 0.01198 0.1 0.8 0.0 0.01
C 0.09037 2.86787 1.01983 0.2 -0.3 -0.2 -0.19
C 0.17308 1.49416 1.05010 0.1 0.3 -0.2 0.15
N 0.94090 0.80926 0.19216 0.0 -0.6 0.1 -0.50
C 1.63576 1.45634 -0.75191 -0.2 0.3 0.1 0.23
C 1.56182 2.82590 -0.89231 -0.1 -0.3 0.2 -0.21
C 2.45206 0.54379 -1.52993 0.2 0.0 -0.1 0.18
C 3.33285 0.89931 -2.53239 0.1 -0.1 -0.1 -0.20
C 4.12128 -0.08527 -3.10671 0.0 -0.1 0.0 -0.09
C 4.01784 -1.39625 -2.65548 0.1 0.2 -0.1 -0.23
C 3.09386 -1.68337 -1.67596 -0.1 -0.1 0.1 0.07
N 2.31861 -0.73065 -1.12902 -0.3 -1.5 -0.3 -0.51
C -0.54106 0.60725 1.94674 -0.1 0.0 0.2 0.20
C -1.61190 0.96796 2.74362 0.0 0.0 0.2 -0.21
C -2.18738 0.00734 3.55890 0.0 -0.1 0.0 -0.10
C -1.68204 -1.28854 3.55088 0.0 0.1 0.2 -0.24
C -0.64225 -1.58493 2.69912 0.2 0.0 0.0 0.07
N -0.08263 -0.65466 1.90427 -0.4 -1.3 -0.2 -0.48
H -0.49419 3.44036 1.72904 0.0 0.1 -0.1 0.27
H 2.08984 3.36814 -1.66659 0.0 0.1 0.1 0.27
H 3.40373 1.92558 -2.86294 0.0 0.0 0.1 0.26
H 4.81096 0.16873 -3.90039 0.0 0.0 0.0 0.25
H 4.63962 -2.18304 -3.05640 0.0 0.0 0.0 0.25
H 2.95244 -2.69341 -1.31300 -0.1 0.0 0.0 0.23
H -2.00005 1.97607 2.71282 0.1 0.0 0.0 0.26
H -3.02787 0.26490 4.18964 0.0 0.0 0.0 0.25
H -2.08840 -2.05784 4.19126 0.0 0.0 0.0 0.25
H -0.23306 -2.58506 2.63453 0.0 0.0 0.0 0.23
Br -1.60903 1.28615 -1.64579 -0.1 0.0 0.0 0.17
C -2.15991 -0.36600 -0.94899 0.3 0.1 -0.2 0.15
C -3.52516 -0.60910 -0.86912 0.0 -0.2 0.0 -0.25
C -3.95460 -1.87459 -0.51595 -0.1 0.1 -0.1 -0.11
C -3.01483 -2.86909 -0.29218 0.0 -0.1 0.0 -0.20
C -1.68534 -2.52887 -0.34217 -0.1 0.2 0.0 0.09
N -1.24148 -1.28589 -0.63054 0.6 0.2 0.3 -0.48
C -0.61664 -3.53248 -0.06310 0.0 0.0 -0.1 0.74
O -0.82895 -4.70746 -0.02582 0.2 0.1 0.1 -0.50
O 0.57472 -2.96137 0.12850 0.8 -1.2 0.2 -0.72
H -4.21968 0.18217 -1.10838 0.0 0.0 0.0 0.26
H -5.01266 -2.08962 -0.44542 0.0 0.0 0.0 0.25
H -3.28109 -3.89530 -0.08282 0.0 0.0 0.0 0.27


Please write out number 2 again, unchanged.
43
Properties=species:S:1:pos:R:3:forces:R:3:nbo_charge:R:1 method="wB97M-V/def2-TZVPD" homo_ev="-15.14 / -15.14" e_above_lowest_kj_mol=31.2 total_charge=+2 multiplicity=1
W -0.33590 -0.03735 1.87605 -0.1 0.3 0.4 1.26
F 2.73637 2.33319 -1.87355 0.0 0.0 0.0 -0.30
C 2.49169 1.22695 -1.17527 0.0 0.0 0.0 0.51
C 1.44690 1.23687 -0.26048 0.0 0.0 0.0 -0.32
C 1.17855 0.06333 0.42854 0.0 -0.1 -0.2 -0.34
C 1.93039 -1.10048 0.21965 0.0 0.0 -0.1 -0.13
C 2.97650 -1.03985 -0.69493 0.0 0.0 0.0 0.46
F 3.73119 -2.11276 -0.92397 0.0 0.0 0.0 -0.29
C 3.27114 0.11181 -1.40300 0.0 0.0 0.0 -0.35
C 1.51924 -2.27051 1.00161 0.0 -0.1 0.0 0.24
C 2.10215 -3.52700 0.97203 0.0 0.0 0.0 -0.22
C 1.59546 -4.53696 1.77373 0.0 0.0 0.0 -0.07
C 0.51076 -4.28367 2.60170 0.0 0.0 0.0 -0.23
C -0.03358 -3.02315 2.59779 0.0 0.0 0.0 0.09
N 0.44898 -2.03234 1.81451 0.0 -0.1 -0.1 -0.54
H 0.89020 2.15367 -0.10790 0.0 0.0 0.0 0.25
H 4.09196 0.13061 -2.10705 0.0 0.0 0.0 0.28
H 2.94952 -3.70979 0.33259 0.0 0.0 0.0 0.27
H 2.05184 -5.51777 1.75474 0.0 0.0 0.0 0.26
H 0.09494 -5.04338 3.24703 0.0 0.0 0.0 0.27
H -0.86051 -2.77152 3.24578 0.0 0.0 0.0 0.24
S 0.62811 0.68884 3.56057 0.0 0.0 0.1 0.15
C -2.36844 0.94795 2.08063 0.0 0.1 -0.1 0.08
S -2.53164 -0.80852 2.31687 0.1 -0.1 0.0 0.08
C -2.93523 1.90805 2.85951 0.0 -0.1 -0.1 -0.15
C -2.73523 3.27452 2.49637 0.0 0.1 0.2 0.23
N -2.54963 4.37190 2.21088 0.0 0.0 -0.1 -0.15
C -3.76224 1.56606 3.96685 -0.1 0.1 0.0 0.21
N -4.43456 1.27343 4.85137 0.0 0.0 0.0 -0.12
Br -1.58156 -1.13613 -1.42500 -0.1 0.1 -0.1 0.20
C -1.06056 0.35868 -2.43548 0.1 -0.2 0.0 -0.01
C 0.00202 0.28075 -3.30683 0.0 0.0 0.0 -0.25
C 0.37395 1.40370 -4.04597 0.0 0.0 0.0 -0.07
C -0.30245 2.61609 -3.93547 0.0 0.0 0.0 -0.19
C -1.37779 2.71879 -3.08185 0.1 0.0 -0.1 -0.09
C -1.75384 1.57788 -2.33938 -0.2 0.4 0.1 -0.32
C -2.89144 1.72748 -1.54958 0.1 -0.3 0.0 0.95
O -3.83438 1.87448 -0.96312 0.1 0.0 0.0 -0.24
O -1.49957 1.31676 1.06320 0.2 -0.2 0.1 -0.69
H 0.54122 -0.65024 -3.41491 0.0 0.0 0.0 0.26
H 1.21352 1.32506 -4.72478 0.0 0.0 0.0 0.26
H 0.00466 3.47155 -4.52016 0.0 0.0 0.0 0.27
H -1.93269 3.64300 -2.98332 0.0 0.0 0.0 0.26